(1)
{
  "formula": "C26H37CoN5O2S",
  "method": "ωB97M-V/def2-TZVPD",
  "species": ["Co", "C", "N", "C", "C", "C", "N", "C", "C", "C", "C", "C", "C", "C", "O", "C", "C", "C", "N", "C", "C", "C", "C", "C", "C", "C", "O", "H", "H", "H", "H", "H", "H", "H", "H", "H", "H", "H", "H", "H", "H", "H", "H", "H", "H", "H", "H", "H", "H", "H", "H", "H", "C", "C", "N", "C", "S", "N", "C", "C", "H", "H", "H", "H", "H", "H", "H", "H", "H", "H", "H", "H"],
  "coordinates": [[-0.123300, 0.583400, -0.107100], [-0.580300, -1.697100, -2.210400], [-0.156700, -0.296700, -2.254700], [-1.111100, 0.501600, -3.048700], [-2.132500, 1.290800, -2.227700], [-2.952900, 0.462800, -1.252700], [-2.152800, 0.036500, -0.126700], [-2.596100, -0.977600, 0.532700], [-2.078900, -1.489500, 1.753100], [-2.878600, -2.385100, 2.481200], [-2.508000, -2.821600, 3.726200], [-1.287200, -2.398700, 4.266400], [-0.453100, -1.579400, 3.557000], [-0.801000, -1.087800, 2.266200], [0.019000, -0.357900, 1.619800], [1.160000, -0.220300, -2.900000], [2.286100, -0.977400, -2.197700], [2.491600, -0.590800, -0.720600], [1.916300, 0.687300, -0.401700], [2.671600, 1.593100, 0.104100], [2.256600, 2.904000, 0.485100], [3.224500, 3.821500, 0.918000], [2.892000, 5.099300, 1.297300], [1.551900, 5.487700, 1.270500], [0.576100, 4.609500, 0.878500], [0.878900, 3.290800, 0.456200], [-0.073100, 2.536900, 0.040400], [-0.371200, -2.200400, -3.165900], [-1.647300, -1.760300, -2.018000], [-0.063100, -2.223300, -1.411100], [-1.626200, -0.150600, -3.766700], [-0.546300, 1.242000, -3.620800], [-2.804800, 1.795600, -2.927000], [-1.596900, 2.035800, -1.637800], [-3.432600, -0.390400, -1.759500], [-3.760500, 1.098700, -0.867600], [-3.492700, -1.491300, 0.155300], [-3.836400, -2.681200, 2.067400], [-3.158600, -3.460900, 4.302100], [-0.997900, -2.723300, 5.257100], [0.501000, -1.274500, 3.960400], [1.443300, 0.833200, -2.955000], [1.084900, -0.618500, -3.930100], [3.196100, -0.756000, -2.761800], [2.120100, -2.053400, -2.257500], [3.568700, -0.605400, -0.490500], [2.004500, -1.334800, -0.083900], [3.737600, 1.377300, 0.261100], [4.261400, 3.507500, 0.915400], [3.657600, 5.797700, 1.604800], [1.284900, 6.495000, 1.559800], [-0.458200, 4.916000, 0.844600], [-2.574500, -7.084000, 0.305300], [-1.492400, -6.506600, 1.212100], [-0.904600, -5.315300, 0.629200], [0.408800, -4.998800, 0.650100], [0.877400, -3.414600, 0.681700], [1.347900, -5.993100, 0.650200], [1.379600, -7.025500, -0.372800], [2.289900, -6.613700, -1.527400], [-3.011300, -7.968300, 0.761200], [-2.163700, -7.357100, -0.663600], [-3.364200, -6.353800, 0.149600], [-0.699800, -7.235800, 1.385600], [-1.939500, -6.253600, 2.183300], [-1.503200, -4.498300, 0.648700], [2.268500, -5.590600, 0.792300], [0.368600, -7.187000, -0.747300], [1.743000, -7.952000, 0.080200], [1.973700, -5.654300, -1.928900], [2.250300, -7.352600, -2.322100], [3.321800, -6.521900, -1.195800]],
  "atomic_forces_ev_per_a": [[0.263, -0.834, -0.421], [-0.028, -0.158, 0.132], [-0.024, 0.359, -0.058], [-0.272, 0.376, -0.112], [0.132, -0.408, 0.019], [-0.412, 0.432, -0.458], [1.099, -0.268, 0.159], [-0.019, 0.324, -0.092], [0.537, -0.076, 0.218], [-0.018, 0.028, 0.152], [-0.282, -0.257, 0.042], [0.159, 0.133, -0.154], [0.023, 0.096, -0.023], [-0.499, -0.242, 0.088], [0.596, 0.367, -0.184], [0.436, -0.041, -0.076], [-0.154, 0.155, 0.112], [0.175, -0.566, -0.109], [-0.833, 0.079, 0.969], [-0.004, 0.117, -0.202], [-0.519, 0.107, 0.335], [0.025, 0.154, -0.014], [0.511, -0.056, 0.019], [-0.178, -0.150, -0.029], [-0.007, 0.247, -0.086], [0.158, -0.041, -0.217], [-0.558, 0.014, -0.074], [-0.048, 0.060, -0.004], [-0.030, -0.006, 0.037], [-0.004, -0.078, -0.009], [0.063, 0.006, -0.049], [0.004, -0.134, -0.049], [0.067, 0.052, 0.060], [-0.068, 0.242, -0.105], [0.065, 0.075, 0.097], [0.042, -0.064, -0.062], [-0.025, 0.239, 0.094], [-0.050, -0.017, -0.036], [-0.086, -0.104, 0.021], [0.026, -0.051, 0.036], [0.088, 0.059, 0.000], [-0.099, -0.045, -0.034], [-0.029, 0.183, 0.138], [-0.052, -0.048, -0.028], [0.058, -0.064, -0.023], [-0.228, -0.034, 0.031], [0.144, 0.104, -0.047], [-0.111, -0.046, -0.258], [0.075, -0.012, 0.068], [0.030, -0.004, 0.016], [-0.058, 0.051, 0.041], [-0.133, -0.038, 0.015], [0.244, 0.014, 0.188], [-0.206, -0.368, -0.068], [0.028, -0.133, -0.061], [-0.027, 0.248, -0.032], [0.247, 0.438, 0.145], [0.076, -0.064, 0.327], [0.036, -0.256, -0.225], [-0.218, -0.078, 0.112], [-0.094, -0.096, 0.029], [0.027, -0.025, -0.106], [-0.123, 0.070, -0.049], [-0.074, 0.079, 0.034], [0.188, -0.012, -0.076], [0.220, 0.011, 0.021], [-0.251, 0.053, 0.011], [0.000, -0.072, 0.108], [-0.147, -0.042, -0.099], [-0.028, 0.114, -0.062], [0.046, -0.110, -0.121], [0.110, 0.012, 0.039]],
  "multiplicity": 2,
  "max_force_ha_per_bohr": 0.025,
  "total_energy_ha": -3218.16812
}


(2)
{
  "formula": "C26H37N2O2",
  "method": "ωB97M-V/def2-TZVPD",
  "species": ["C", "O", "C", "O", "C", "C", "C", "C", "N", "C", "C", "C", "C", "C", "C", "H", "H", "H", "H", "H", "H", "H", "H", "H", "H", "H", "H", "H", "H", "H", "H", "H", "H", "H", "C", "C", "C", "N", "C", "C", "C", "C", "C", "C", "C", "C", "C", "C", "C", "H", "H", "H", "H", "H", "H", "H", "H", "H", "H", "H", "H", "H", "H", "H", "H", "H", "H"],
  "coordinates": [[3.448949, 0.321696, 1.713143], [2.809739, -0.796900, 2.364235], [2.015657, -1.493791, 1.539976], [1.887850, -1.186413, 0.359922], [1.361425, -2.681300, 2.200706], [2.261036, -3.936846, 2.123961], [1.339670, -5.118258, 1.813519], [-0.069577, -4.541871, 1.671766], [0.100932, -3.095516, 1.610935], [-1.045513, -2.315177, 1.729526], [-1.198719, -1.151637, 1.013416], [-2.497580, -0.454837, 0.919362], [-3.652075, -1.030375, 1.754012], [-3.158534, -1.776804, 2.989052], [-2.172559, -2.868345, 2.580970], [4.095355, 0.754103, 2.474463], [4.030945, -0.021372, 0.850133], [2.693043, 1.045761, 1.387396], [1.215950, -2.398006, 3.259578], [3.021791, -3.815458, 1.340300], [2.757436, -4.043633, 3.094237], [1.627862, -5.624143, 0.885374], [1.345426, -5.844497, 2.633752], [-0.613730, -4.908895, 0.787183], [-0.660586, -4.838021, 2.555526], [-0.341488, -0.818683, 0.434768], [-2.343953, 0.592647, 1.211656], [-2.821916, -0.455255, -0.128090], [-4.315200, -0.208322, 2.044913], [-4.227095, -1.716446, 1.116231], [-2.659263, -1.069548, 3.666059], [-4.002943, -2.218631, 3.526866], [-2.706201, -3.645568, 2.004440], [-1.772616, -3.340750, 3.489620], [1.603862, 5.989028, -2.573217], [1.409021, 6.143438, -1.064636], [0.265506, 5.296286, -0.511847], [0.331018, 3.907579, -0.981566], [0.136985, 2.899336, -0.152057], [0.222199, 1.522133, -0.535178], [-0.890025, 0.817330, -0.944698], [-0.871428, -0.252095, -1.920882], [-2.068195, -0.636708, -2.581637], [-2.127182, -1.851492, -3.245368], [-1.013452, -2.704275, -3.252265], [0.207794, -2.270861, -2.712372], [0.298469, -1.008369, -2.131722], [0.379933, 3.751262, -2.442364], [1.531928, 4.541627, -3.060618], [0.839372, 6.578599, -3.095711], [2.573862, 6.413954, -2.852333], [2.332956, 5.880983, -0.535102], [1.205592, 7.191417, -0.825013], [0.282238, 5.291040, 0.583848], [-0.691683, 5.729081, -0.844869], [-0.087191, 3.155729, 0.895250], [1.208304, 1.034647, -0.510489], [-1.870672, 1.269852, -0.738323], [-2.929379, 0.039391, -2.544812], [-3.060087, -2.155141, -3.732882], [-1.092073, -3.707943, -3.670923], [1.090194, -2.910265, -2.719264], [1.251184, -0.635628, -1.761099], [0.458106, 2.692012, -2.709853], [-0.566958, 4.142313, -2.854611], [1.412002, 4.523417, -4.149025], [2.474310, 4.023425, -2.843240]],
  "atomic_forces_ev_per_a": [[0.149, -0.164, 0.238], [-0.195, 0.028, -0.374], [-0.093, 0.369, -1.580], [0.194, -0.331, 1.309], [-0.555, -0.253, 0.693], [0.462, 0.372, 0.110], [-0.231, -0.297, -0.172], [-0.225, -0.062, 0.473], [1.069, -0.250, -0.360], [-1.100, 1.810, -1.126], [0.705, -2.665, 1.432], [-0.566, 0.704, 0.460], [0.051, -0.142, -0.054], [0.022, 0.103, -0.176], [-0.169, 0.088, -0.034], [-0.053, 0.015, -0.122], [-0.153, 0.127, 0.226], [0.181, -0.153, 0.077], [0.101, -0.024, -0.134], [-0.150, -0.039, 0.286], [0.110, -0.099, -0.349], [0.100, 0.070, 0.303], [0.134, 0.037, -0.318], [0.235, 0.149, 0.185], [0.084, 0.032, -0.258], [-0.417, -0.322, 0.299], [-0.186, 0.079, -0.057], [0.014, 0.067, 0.207], [-0.029, -0.207, -0.094], [0.031, 0.076, 0.225], [-0.074, -0.144, -0.058], [0.100, 0.087, -0.010], [0.140, 0.114, 0.298], [-0.004, 0.031, -0.277], [-0.227, 0.199, -0.204], [0.421, -0.200, 0.123], [-0.230, 0.680, 0.192], [-0.810, -1.618, 1.308], [0.208, 1.782, -0.105], [-1.019, -2.027, -0.808], [1.204, 3.087, -0.996], [-0.111, -1.330, -0.323], [0.584, 0.256, 0.618], [-0.012, -0.221, -0.240], [0.180, 0.220, 0.276], [-0.282, 0.248, -0.240], [-0.464, -0.114, 0.147], [0.195, -0.013, -0.864], [0.400, -0.112, 0.211], [0.073, -0.072, 0.077], [-0.217, -0.015, 0.003], [-0.096, -0.042, -0.080], [-0.008, -0.167, 0.036], [-0.070, -0.027, -0.270], [0.168, -0.316, 0.042], [0.186, 0.295, -0.392], [-0.231, 0.416, -0.462], [0.492, -0.018, -0.412], [0.179, -0.406, 0.116], [0.426, 0.091, 0.188], [0.005, 0.321, 0.021], [-0.258, 0.141, -0.168], [-0.282, -0.347, 0.034], [-0.119, 0.268, 0.272], [0.147, -0.155, 0.416], [0.004, -0.065, 0.191], [-0.118, 0.054, 0.026]],
  "total_charge": 1,
  "max_force_ha_per_bohr": 0.067,
  "total_energy_ha": -1272.61781
}